(1)
66
Properties=species:S:1:pos:R:3:nbo_charge:R:1 method="wB97M-V/def2-TZVPD" e_above_lowest_ev=0.000 homo_lumo_gap_ev="7.037 / 7.067" lumo_energy_ev="-10.14 / -10.16" charge=+3 multiplicity=3 e_homo_ev="-17.18 / -17.23"
W 0.1418 0.7619 0.7401 1.66
O -2.4450 -1.3839 -5.3899 -0.72
C -1.3029 -0.5717 -5.4134 -0.11
C -0.9035 -0.2805 -3.9989 0.10
C 0.2306 0.4713 -3.7080 -0.18
C 0.5426 0.7354 -2.3953 0.04
N -0.2003 0.2987 -1.3591 -0.58
C -1.2638 -0.4992 -1.6384 0.25
C -1.6440 -0.7858 -2.9302 -0.23
C -1.9148 -1.0968 -0.4566 0.17
C -2.9960 -1.9486 -0.5356 -0.21
C -3.4956 -2.5509 0.6154 0.12
C -4.6658 -3.4834 0.5441 -0.11
O -5.0925 -3.5522 -0.7883 -0.71
C -2.8627 -2.2693 1.8250 -0.21
C -1.8040 -1.3952 1.8442 0.06
N -1.3294 -0.7986 0.7292 -0.54
H -2.7372 -1.5747 -6.2880 0.51
H -1.4799 0.3858 -5.9194 0.22
H -0.4568 -1.0538 -5.9182 0.22
H 0.8764 0.8574 -4.4860 0.27
H 1.4297 1.3006 -2.1582 0.23
H -2.4945 -1.4132 -3.1502 0.28
H -3.4662 -2.1754 -1.4805 0.28
H -5.4471 -3.1049 1.2152 0.22
H -4.3489 -4.4594 0.9334 0.22
H -5.8395 -4.1556 -0.8686 0.51
H -3.1900 -2.7240 2.7509 0.26
H -1.3060 -1.1617 2.7728 0.22
C 0.0161 0.9701 5.1914 -0.21
C 1.1716 0.2956 5.5636 -0.08
C 1.9666 -0.2754 4.5830 -0.19
C 1.6067 -0.1520 3.2510 0.16
N 0.4948 0.5290 2.8892 -0.55
C -0.2841 1.0622 3.8513 0.06
C 2.3739 -0.7489 2.1350 0.24
C 3.5291 -1.4805 2.3158 -0.20
C 4.1828 -2.0119 1.2105 -0.08
C 3.6559 -1.7990 -0.0506 -0.19
C 2.4943 -1.0646 -0.1686 0.09
N 1.8578 -0.5411 0.8954 -0.56
H -0.6410 1.4155 5.9250 0.27
H 1.4465 0.2091 6.6067 0.27
H 2.8601 -0.8121 4.8644 0.26
H -1.1856 1.5642 3.5252 0.21
H 3.9305 -1.6418 3.3049 0.25
H 5.0929 -2.5826 1.3397 0.27
H 4.1375 -2.1861 -0.9365 0.27
H 2.0632 -0.8742 -1.1387 0.23
N -1.4758 2.3197 0.8373 -0.77
C -0.2566 2.8093 0.2751 -0.06
C -0.1295 3.4060 -1.0514 -0.17
C 1.0876 3.7022 -1.5244 -0.25
C 2.2908 3.3372 -0.7422 0.45
C 2.0752 3.0773 0.7183 -0.14
C 0.8201 3.0075 1.2256 -0.30
S 4.1775 1.4653 -3.4707 1.75
O 3.0557 2.0426 -4.1454 -0.84
O 3.8793 0.4276 -2.5187 -0.88
O 3.4033 3.2722 -1.2127 -0.47
H -2.2456 2.2553 0.1769 0.43
H -1.7972 2.7699 1.6902 0.42
H -1.0235 3.5675 -1.6443 0.26
H 1.2432 4.1370 -2.5031 0.28
H 2.9547 3.1114 1.3507 0.27
H 0.6362 3.0444 2.2935 0.26

=====

(2)
65
Properties=species:S:1:pos:R:3:nbo_charge:R:1 method="wB97M-V/def2-TZVPD" homo_lumo_gap_ev=7.582 lumo_energy_ev=0.23 e_homo_ev=-7.35
Sr -0.0253 0.1351 -0.5385 1.76
C 0.8426 -1.7174 2.5834 -0.66
C 0.5095 -0.3049 2.9712 0.25
C 0.4064 0.0648 4.3289 -0.26
C 0.1125 1.3544 4.6547 -0.12
C -0.0920 2.3139 3.6390 -0.12
C -0.3654 3.6835 3.8778 -0.10
Br -0.5092 4.3432 5.6522 0.04
C -0.5268 4.5484 2.8371 -0.23
C -0.4376 4.0886 1.5166 -0.21
Br -0.6996 5.3285 0.1101 0.04
C -0.2030 2.7613 1.1787 0.42
O -0.1474 2.3231 -0.0292 -0.91
C 0.0017 1.8620 2.3038 0.10
N 0.3135 0.5650 2.0046 -0.52
H 1.2974 -2.2559 3.4135 0.22
H 1.5296 -1.7343 1.7370 0.23
H -0.0591 -2.2608 2.2880 0.24
H 0.5683 -0.6789 5.0974 0.22
H 0.0376 1.6578 5.6902 0.23
H -0.7304 5.5937 3.0229 0.24
Se 0.5217 -2.4110 -1.5166 -0.64
P -1.6200 -2.3765 -1.1835 0.90
Se -2.6725 -0.4913 -0.9729 -0.62
C -1.9533 -3.4050 0.2889 -0.32
C -2.6252 -2.9080 1.3974 -0.24
C -2.8252 -3.7172 2.5106 -0.21
C -2.3606 -5.0218 2.5133 -0.20
C -1.6938 -5.5243 1.4006 -0.21
C -1.4873 -4.7198 0.2946 -0.20
C -2.4470 -3.2950 -2.5217 -0.30
C -1.7847 -3.6631 -3.6829 -0.22
C -2.4667 -4.3478 -4.6812 -0.21
C -3.8038 -4.6694 -4.5155 -0.20
C -4.4677 -4.3031 -3.3501 -0.20
C -3.7940 -3.6143 -2.3579 -0.22
H -2.9926 -1.8897 1.3878 0.24
H -3.3473 -3.3230 3.3730 0.22
H -2.5183 -5.6523 3.3790 0.22
H -1.3311 -6.5440 1.3993 0.22
H -0.9536 -5.1045 -0.5663 0.23
H -0.7372 -3.4192 -3.8018 0.24
H -1.9471 -4.6319 -5.5870 0.22
H -4.3331 -5.2057 -5.2926 0.21
H -5.5123 -4.5528 -3.2174 0.22
H -4.3133 -3.3175 -1.4541 0.23
O 2.1648 0.9528 -0.9932 -0.74
C 2.6408 1.8988 -1.6362 0.72
C 4.1357 2.1073 -1.7168 -0.51
C 4.6382 3.4195 -1.0607 -0.40
C 3.5442 4.3973 -0.6350 -0.41
C 2.8263 5.0470 -1.8149 -0.42
C 2.3704 4.0171 -2.8527 -0.22
N 1.8526 2.7968 -2.2468 -0.61
H 4.4270 2.0669 -2.7692 0.23
H 4.5794 1.2407 -1.2327 0.24
H 5.3177 3.9264 -1.7499 0.20
H 5.2308 3.1547 -0.1849 0.22
H 3.9836 5.1767 -0.0101 0.22
H 2.8122 3.8829 -0.0040 0.21
H 3.4873 5.7632 -2.3119 0.20
H 1.9653 5.6024 -1.4449 0.22
H 3.1923 3.7461 -3.5166 0.20
H 1.5844 4.4304 -3.4834 0.22
H 0.8900 2.8098 -1.9183 0.43

=====

(3)
61
Properties=species:S:1:pos:R:3:lowdin_charge:R:1 method="wB97M-V/def2-TZVPD" homo_lumo_gap_ev=7.103 lumo_energy_ev=-0.79 e_homo_ev=-7.90
Tl -1.5694 1.8595 -1.3806 0.53
C 0.5052 -1.9252 1.5840 -0.03
C 1.9516 -1.6861 1.8949 -0.21
C 2.5492 -2.3380 2.9711 -0.04
C 3.8949 -2.1858 3.2602 -0.08
C 4.6820 -1.3653 2.4681 -0.08
C 4.1095 -0.6977 1.4000 -0.02
C 2.7559 -0.8486 1.1099 -0.21
N 2.2618 -0.1727 -0.0471 0.15
C 1.1695 0.6546 -0.1331 -0.37
N 0.8337 1.2508 1.0375 0.16
C -0.1595 2.1747 1.4330 -0.22
C -1.0556 2.8295 0.5851 -0.23
C -1.9617 3.7425 1.1140 -0.14
C -2.0058 3.9956 2.4730 -0.09
C -1.1252 3.3343 3.3132 -0.05
C -0.1748 2.4597 2.8144 -0.21
C 0.8169 1.8186 3.7539 -0.04
N 0.6023 0.9230 -1.2683 0.02
C 1.0336 0.2328 -2.4358 -0.31
C 0.4154 -0.9642 -2.7860 -0.03
C 0.7685 -1.6109 -3.9597 -0.08
C 1.7272 -1.0518 -4.7900 -0.08
C 2.3358 0.1441 -4.4397 -0.04
C 2.0083 0.8020 -3.2595 -0.24
C 2.6599 2.1001 -2.8725 -0.03
H 0.1717 -2.8575 2.0388 0.09
H 0.3364 -1.9822 0.5089 0.07
H -0.1346 -1.1277 1.9629 0.07
H 1.9435 -2.9966 3.5819 0.11
H 4.3299 -2.7204 4.0946 0.10
H 5.7361 -1.2473 2.6810 0.10
H 4.7060 -0.0524 0.7670 0.12
H 2.6046 -0.5067 -0.9354 0.15
H 1.4060 0.9439 1.8075 0.10
H -2.6400 4.2708 0.4558 0.09
H -2.7287 4.6938 2.8751 0.10
H -1.1782 3.4981 4.3827 0.11
H 0.6654 2.1986 4.7619 0.08
H 1.8471 2.0546 3.4706 0.09
H 0.7063 0.7301 3.7894 0.08
H -0.3600 -1.3676 -2.1437 0.10
H 0.2846 -2.5410 -4.2281 0.10
H 1.9893 -1.5377 -5.7210 0.10
H 3.0727 0.5818 -5.1024 0.11
H 3.2564 2.4907 -3.6952 0.08
H 3.3106 1.9687 -2.0041 0.08
H 1.9019 2.8402 -2.6119 0.07
Br -1.2047 2.7950 -3.8317 -0.01
S -2.5666 -0.1400 -0.0539 0.59
C -3.9063 -1.1499 -0.6015 -0.67
C -3.7500 -2.5335 -0.5177 -0.13
C -4.8071 -3.3732 -0.8317 -0.09
C -6.0187 -2.8425 -1.2504 -0.10
C -6.1755 -1.4661 -1.3331 -0.09
C -5.1276 -0.6188 -1.0067 -0.12
H -2.7999 -2.9361 -0.1907 0.09
H -4.6831 -4.4456 -0.7455 0.10
H -6.8356 -3.5021 -1.5129 0.10
H -7.1282 -1.0511 -1.6376 0.10
H -5.2528 0.4544 -1.0627 0.10

=====

(4)
75
Properties=species:S:1:pos:R:3:lowdin_charge:R:1 method="wB97M-V/def2-TZVPD" e_above_lowest_ev=2.040 homo_lumo_gap_ev=6.007 lumo_energy_ev=3.77 charge=-2 e_homo_ev=-2.23
Sn -0.0719 -0.2583 -0.7854 1.25
C 1.5097 1.5955 3.5932 -0.52
C 0.6873 0.9505 4.7277 -0.55
S -0.5971 -0.2065 4.1761 0.84
C 0.2348 -1.8195 4.1263 -0.56
C 1.6812 -1.8268 3.6648 -0.54
S 1.8747 -1.5139 1.8842 0.83
C 3.5777 -0.8934 1.8744 -0.51
C 3.6916 0.6136 2.0550 -0.53
S 3.3048 1.2585 3.7124 0.83
H 1.3904 2.6774 3.6107 0.06
H 1.1618 1.2388 2.6246 0.03
H 0.1249 1.7161 5.2629 0.05
H 1.3325 0.4589 5.4578 0.06
H -0.3897 -2.3996 3.4425 0.07
H 0.1779 -2.2869 5.1115 0.06
H 2.1058 -2.8111 3.8824 0.07
H 2.2670 -1.0843 4.2030 0.02
H 3.9457 -1.1446 0.8778 0.05
H 4.1547 -1.4430 2.6207 0.08
H 3.0402 1.1208 1.3456 0.05
H 4.7167 0.9311 1.8548 0.07
C -5.4623 -0.3615 -1.9750 -0.03
N -4.2347 0.2143 -2.4910 -0.04
C -4.1698 0.8030 -3.7093 -0.07
C -3.0163 1.2833 -4.1909 -0.03
C -1.8505 1.1335 -3.3697 -0.39
N -1.9227 0.6332 -2.1487 0.09
C -3.0825 0.0469 -1.7063 -0.53
O -3.1694 -0.5952 -0.6782 0.02
N -0.6884 1.6201 -3.8275 0.20
H -6.2762 -0.1072 -2.6517 0.08
H -5.6696 0.0330 -0.9817 0.09
H -5.3693 -1.4434 -1.8922 0.10
H -5.0938 0.8340 -4.2714 0.12
H -2.9428 1.6899 -5.1869 0.11
H -0.5812 1.6731 -4.8247 0.11
H 0.1583 1.4292 -3.3133 0.07
F 0.1309 2.9089 -1.2576 0.00
C 0.9548 1.8244 -1.1139 -0.68
F 1.7916 1.9207 -2.2047 -0.01
F 1.7560 2.1527 -0.0493 -0.01
N -7.0848 5.9500 3.1652 0.12
C -6.2283 5.2654 2.8137 -0.21
C -5.1554 4.4075 2.3793 -0.26
C -3.9826 4.9558 1.8586 -0.05
C -2.9432 4.1329 1.4727 -0.02
C -3.0395 2.7374 1.5993 -0.24
C -4.2356 2.2006 2.1044 -0.02
C -5.2772 3.0214 2.4889 -0.05
C -1.9726 1.8870 1.2005 -0.15
C -1.0997 1.1252 0.8206 -0.16
H -3.8984 6.0303 1.7558 0.11
H -2.0341 4.5482 1.0583 0.12
H -4.3206 1.1246 2.1803 0.12
H -6.1961 2.5983 2.8748 0.11
O -1.8269 -1.2747 -4.6728 -0.21
N -1.6157 -2.2175 -3.8727 -0.30
O -0.8123 -1.9864 -2.9390 -0.30
O 4.2663 -2.5625 -5.1433 -0.34
S 4.8083 -2.1321 -3.8776 0.59
O 6.1709 -1.6442 -3.9060 -0.35
N 3.8349 -1.1357 -3.0897 -0.05
C 3.3785 -1.6656 -1.9443 -0.52
O 2.6593 -1.1208 -1.1018 -0.14
C 3.8889 -3.0700 -1.7005 -0.13
C 3.6296 -3.8963 -0.6232 -0.01
C 4.2369 -5.1486 -0.5978 -0.09
C 5.0791 -5.5557 -1.6323 -0.10
C 5.3306 -4.7177 -2.7149 -0.05
C 4.7206 -3.4793 -2.7170 -0.22
H 2.9616 -3.5665 0.1651 0.08
H 4.0578 -5.8155 0.2377 0.09
H 5.5337 -6.5393 -1.5980 0.09
H 5.9836 -5.0225 -3.5231 0.11

=====

(5)
65
Properties=species:S:1:pos:R:3:nbo_charge:R:1 method="wB97M-V/def2-TZVPD" e_above_lowest_ev=1.215 homo_lumo_gap_ev="5.715 / 6.844" lumo_energy_ev="-0.50 / -0.54" multiplicity=6 e_homo_ev="-6.21 / -7.38"
Fe 0.1353 -0.4588 -0.4629 1.31
C 1.6166 3.5613 -0.9830 -0.41
N 1.7904 2.5220 0.0275 -0.38
C 0.8706 2.2938 0.9237 0.42
C -0.2778 0.9281 2.5385 -0.06
N -1.2399 0.2734 1.6472 -0.53
C -1.7634 -0.9800 2.2205 -0.42
C -2.3303 1.1782 1.3026 0.16
C -3.2612 1.5239 2.2819 -0.25
C -4.3052 2.3874 2.0104 -0.24
C -4.4190 2.9187 0.7300 -0.20
C -3.4932 2.5913 -0.2397 -0.22
C -2.4209 1.7205 0.0182 -0.20
S -1.2498 1.4345 -1.2531 -0.43
C 3.0527 1.8281 0.0631 0.11
C 4.0142 2.2716 0.9630 -0.23
C 5.2663 1.6848 0.9761 -0.25
C 5.5421 0.6717 0.0624 -0.19
C 4.5746 0.2304 -0.8217 -0.22
C 3.2815 0.7739 -0.8293 -0.18
S 2.0426 0.1226 -1.8847 -0.40
H 2.1411 4.4695 -0.6861 0.20
H 0.5523 3.7338 -1.1303 0.24
H 2.0269 3.1815 -1.9166 0.24
H -0.0173 2.9144 0.9104 0.24
H 1.6816 0.6454 1.7617 0.44
H -0.7197 1.8360 2.9540 0.20
H 0.0182 0.2837 3.3629 0.24
H -2.3003 -0.8169 3.1605 0.18
H -0.9467 -1.6712 2.3990 0.23
H -2.4525 -1.4252 1.5046 0.22
H -3.1635 1.1049 3.2767 0.21
H -5.0201 2.6396 2.7822 0.21
H -5.2306 3.5939 0.4893 0.21
H -3.5769 3.0102 -1.2344 0.22
H 3.7710 3.0835 1.6390 0.22
H 6.0215 2.0195 1.6746 0.22
H 6.5215 0.2102 0.0495 0.22
H 4.7889 -0.5795 -1.5065 0.23
C 3.2180 -1.9299 4.2344 -0.25
C 3.5032 -1.1727 3.1078 -0.20
C 2.6990 -1.2618 1.9808 -0.25
C 1.5895 -2.1116 1.9568 0.11
C 1.3212 -2.8931 3.0902 -0.25
C 2.1267 -2.7923 4.2107 -0.19
N 0.7598 -2.1137 0.8313 -0.47
N 0.0827 -3.2399 0.7005 -0.30
C -0.8616 -3.2140 -0.2770 0.32
C -1.6122 -4.3781 -0.5317 -0.24
C -2.5894 -4.3453 -1.4919 -0.16
C -2.8276 -3.1607 -2.2014 -0.30
C -2.0538 -2.0618 -1.9079 0.06
N -1.0920 -2.0812 -0.9752 -0.65
H 3.8419 -1.8611 5.1160 0.21
H 4.3661 -0.5181 3.0891 0.21
H 2.9666 -0.7344 1.0744 0.22
H 0.4758 -3.5663 3.0711 0.24
H 1.8992 -3.3953 5.0812 0.21
H -1.3917 -5.2648 0.0453 0.23
H -3.1762 -5.2312 -1.6993 0.22
H -3.5933 -3.0986 -2.9606 0.22
H -2.1910 -1.1125 -2.4121 0.22
S 3.2463 2.1410 5.2039 0.18
C 2.1018 1.1917 4.8680 -0.18
N 0.9449 1.3436 1.8489 -0.60

=====

(6)
64
Properties=species:S:1:pos:R:3:nbo_charge:R:1 method="wB97M-V/def2-TZVPD" e_above_lowest_ev=0.922 homo_lumo_gap_ev=7.027 lumo_energy_ev=-6.36 charge=+2 e_homo_ev=-13.38
Lu -0.8733 0.8777 1.4368 1.72
N -1.0216 2.3380 3.2442 -0.69
N -1.8456 1.2961 3.7057 -0.50
C -1.3302 0.1124 4.2002 0.29
N -2.0741 -0.6283 5.0353 -0.75
S 0.1813 -0.3585 3.5811 -0.10
H -0.1141 2.2412 3.7049 0.42
H -1.4142 3.2463 3.5059 0.44
H -2.8314 1.4666 3.6909 0.44
H -2.7558 -0.2174 5.6813 0.44
H -1.4401 -1.3494 5.5016 0.45
N 1.3595 1.8643 1.1559 -0.92
C 2.5437 1.0407 1.0525 0.22
C 3.7051 1.4480 1.6851 -0.26
C 4.8417 0.5507 1.6494 -0.17
C 4.7275 -0.6966 1.1006 -0.20
C 3.5358 -0.9596 0.3050 -0.15
C 2.4075 -0.1842 0.3625 -0.43
P 0.8965 -0.3870 -0.6009 0.88
C 0.7632 -2.1364 -0.9776 -0.38
C 0.8410 -3.0803 0.0555 -0.20
C 1.0083 -4.4117 -0.1670 -0.21
C 1.1743 -4.8803 -1.5145 -0.16
C 1.0458 -3.9616 -2.5676 -0.20
C 0.9183 -2.5833 -2.2775 -0.18
C 1.1140 0.5631 -2.1345 -0.35
C 0.0419 0.8956 -2.8805 -0.21
C 0.2175 1.8948 -3.8604 -0.17
C 1.4751 2.5603 -4.0776 -0.18
C 2.4805 2.1420 -3.2824 -0.21
C 2.3690 1.0760 -2.3860 -0.21
H 1.3601 2.4366 2.0072 0.39
H 1.1341 2.4835 0.3780 0.42
H 3.8202 2.5040 2.2149 0.24
H 5.7383 0.7983 2.1914 0.24
H 5.4775 -1.4813 1.2932 0.25
H 3.4611 -1.9267 -0.1868 0.23
H 0.7984 -2.6268 1.0189 0.20
H 1.1459 -5.0789 0.6693 0.23
H 1.3116 -5.9345 -1.7286 0.24
H 0.9514 -4.3290 -3.5720 0.23
H 0.9712 -1.9166 -3.1224 0.23
H -0.9249 0.4785 -2.7016 0.22
H -0.6279 2.3005 -4.3226 0.22
H 1.6088 3.2416 -4.9180 0.24
H 3.4345 2.6559 -3.4953 0.23
H 3.2906 0.6716 -1.9383 0.24
S -3.6319 2.1642 -2.1201 0.38
C -2.5661 3.5405 -1.8994 -0.32
C -1.6841 3.3792 -0.8924 -0.27
C -1.7381 2.0851 -0.2452 -0.58
C -2.8130 1.3714 -0.7122 -0.24
C -3.2961 0.0892 -0.3440 0.25
C -4.2676 -0.7291 -1.0554 -0.24
C -4.6377 -1.9316 -0.4616 -0.09
C -4.0190 -2.3464 0.7605 -0.27
C -2.9774 -1.6298 1.2382 0.06
N -2.5386 -0.4256 0.6750 -0.66
H -2.8792 4.3606 -2.5233 0.25
H -0.9077 4.0949 -0.7357 0.22
H -4.7904 -0.3482 -1.9585 0.26
H -5.3777 -2.6261 -0.9161 0.26
H -4.3345 -3.2125 1.3213 0.25
H -2.4383 -1.8921 2.1536 0.20

=====

(7)
67
Properties=species:S:1:pos:R:3:nbo_charge:R:1 method="wB97M-V/def2-TZVPD" homo_lumo_gap_ev="7.622 / 8.479" lumo_energy_ev="-4.27 / -3.29" charge=+1 multiplicity=2 e_homo_ev="-11.89 / -11.77"
Fe 0.5989 -0.5770 1.3110 0.89
O 2.4844 -3.7050 1.7484 -0.87
S 1.7347 -2.5212 1.5683 2.52
O 2.4087 -1.2054 1.9655 -1.00
O 0.4051 -2.4004 2.2797 -0.96
O 1.3361 -2.1557 0.1424 -0.92
C -1.3148 1.7421 -0.3717 -0.71
C 0.1747 2.0191 -0.6042 -0.74
As 1.1301 0.3396 -0.8081 1.28
C 1.0313 -0.3575 -2.5870 -0.39
C 0.4584 -1.5830 -2.8944 -0.19
C 0.4093 -1.9887 -4.2207 -0.19
C 0.9232 -1.1742 -5.2185 -0.17
C 1.5072 0.0455 -4.8994 -0.22
C 1.5707 0.4582 -3.5792 -0.14
C 2.9911 0.7124 -0.5435 -0.40
C 3.4105 1.8050 0.2077 -0.23
C 4.7643 2.0193 0.4078 -0.19
C 5.6946 1.1375 -0.1277 -0.18
C 5.2717 0.0370 -0.8616 -0.21
C 3.9197 -0.1795 -1.0716 -0.13
As -1.5698 0.0469 0.6095 1.11
C -2.1494 -1.2240 -0.7135 -0.40
C -2.9716 -0.8801 -1.7838 -0.21
C -3.4256 -1.8630 -2.6492 -0.20
C -3.0759 -3.1917 -2.4380 -0.19
C -2.2759 -3.5397 -1.3589 -0.21
C -1.8116 -2.5577 -0.4937 -0.15
C -3.1517 0.3532 1.6570 -0.26
C -3.1635 1.4230 2.5483 -0.23
C -4.2993 1.6825 3.2982 -0.21
C -5.4151 0.8661 3.1670 -0.17
C -5.3941 -0.2098 2.2922 -0.20
C -4.2614 -0.4730 1.5337 -0.23
H -1.9048 1.6514 -1.2820 0.24
H -1.7286 2.5674 0.2078 0.25
H 0.6183 2.4030 0.3156 0.25
H 0.3454 2.7497 -1.3941 0.26
H 0.0771 -2.2215 -2.1143 0.24
H -0.0294 -2.9455 -4.4699 0.23
H 0.8799 -1.4933 -6.2513 0.23
H 1.9211 0.6722 -5.6777 0.23
H 2.0505 1.3969 -3.3263 0.21
H 2.6980 2.4935 0.6437 0.21
H 5.0920 2.8759 0.9820 0.22
H 6.7512 1.3067 0.0304 0.23
H 5.9943 -0.6577 -1.2673 0.23
H 3.5914 -1.0451 -1.6337 0.22
H -3.2805 0.1459 -1.9449 0.22
H -4.0638 -1.5942 -3.4805 0.23
H -3.4358 -3.9575 -3.1125 0.23
H -2.0109 -4.5744 -1.1860 0.23
H -1.1864 -2.8332 0.3477 0.24
H -2.2877 2.0538 2.6560 0.21
H -4.3147 2.5178 3.9855 0.23
H -6.3026 1.0687 3.7513 0.23
H -6.2614 -0.8492 2.1976 0.23
H -4.2490 -1.3153 0.8542 0.23
N 2.2516 0.7000 3.8446 -0.74
C 1.2418 1.4029 3.3883 0.68
O 0.5039 1.0321 2.4366 -0.71
C 0.9184 2.7119 4.0433 -0.61
I 1.6443 4.3179 2.8434 0.17
H 2.5163 -0.1644 3.3549 0.46
H 2.8020 1.0383 4.6159 0.42
H 1.3703 2.8113 5.0246 0.25
H -0.1576 2.8331 4.1047 0.26